Here is one molecule with the formula C6H15NO2 in a non-equilibrium geometry from the Open Molecules 2025 dataset. Energies are from ωB97M-V with the def2-TZVPD basis set.

M   133.191 g mol⁻¹
HOMO   -9.26 eV
Structure (SMILES)   CC(C)(O)C(C)(C)NO
Max |F|   2.24 eV/A

The geometry in ORCA input format:
```
! wB97M-V def2-TZVPD RIJCOSX def2/J DEFGRID3
* xyz 0 1
H 1.236 0.877 -2.378
H -0.569 2.071 -0.664
C -1.475 -0.791 1.101
C -0.687 -0.974 -1.676
H -2.303 -0.236 0.665
H -1.761 -1.049 -1.540
H 1.108 -1.870 0.467
H 1.262 2.554 1.428
H 1.966 -0.468 1.122
O 0.528 2.321 0.845
H -0.211 -1.907 -1.390
H 1.766 1.270 -0.747
H 0.876 -1.391 2.150
C -0.132 0.204 -0.880
H 1.903 -0.392 -1.349
C 1.294 0.507 -1.356
H -1.595 -0.809 2.183
C -0.144 -0.117 0.748
O -0.981 1.291 -1.101
C 1.030 -1.019 1.139
N -0.083 1.094 1.544
H -1.499 -1.813 0.738
H -1.031 1.442 1.685
H -0.497 -0.796 -2.733
*
```

Here is C29H30AsCl3F6GeNO5Tc as an isolated structure in a non-equilibrium geometry from the Open Molecules 2025 dataset. Energies are from ωB97M-V with the def2-TZVPD basis set.

M   938.440 g mol⁻¹
HOMO (alpha / beta)   -13.93 / -13.88 eV
Max |F|   1.44 eV/A

The geometry in ORCA input format:
```
! wB97M-V def2-TZVPD RIJCOSX def2/J DEFGRID3
* xyz 2 3
H -1.872 1.782 -4.153
C -5.169 1.197 1.300
C 4.503 1.059 3.920
H 4.806 0.799 4.934
O 1.419 -1.203 -0.742
H -2.588 -2.298 -0.541
F 0.682 0.745 3.837
C -4.800 -2.478 -5.257
H -0.627 1.211 -0.074
F 0.790 -1.254 5.150
As 0.016 -0.816 3.723
O 0.859 -1.195 -2.898
O 1.232 -3.145 1.166
C -3.999 0.789 -0.759
H 5.953 -0.380 3.093
C 0.558 -1.559 -1.823
Cl 4.252 -5.499 1.513
H 4.727 4.204 2.371
Ge -2.596 -0.126 -1.824
C -4.562 -1.852 -2.949
H -0.001 3.340 -4.496
H 5.798 3.154 0.551
C -0.662 -2.355 -1.435
H -4.581 2.072 -2.451
C 0.578 2.529 -1.258
C 4.540 0.346 1.675
C 4.887 -0.163 3.024
C 2.384 -3.571 1.447
C 5.112 2.429 3.546
C 4.951 2.602 0.945
H 3.414 1.150 3.924
H 6.300 1.153 1.584
F -1.521 -0.425 4.262
Cl 2.556 -4.747 3.748
H 3.400 3.058 2.397
H -1.019 -2.789 -2.367
F 1.895 -1.174 2.844
C -3.179 -0.811 -4.635
F -0.279 -0.445 2.030
C -3.797 -1.586 -5.609
C -4.237 0.482 0.609
F -0.287 -2.436 3.354
H 4.153 2.634 0.208
H -6.250 3.348 -1.189
H -3.490 -1.493 -6.643
H -5.305 -3.051 -6.024
Cl 1.419 -6.073 1.423
H 6.200 2.351 3.443
H -5.361 0.972 2.343
H -3.696 -0.312 1.106
C -3.551 -0.952 -3.297
O 3.347 -2.716 1.316
H -2.389 -0.128 -4.922
C -1.802 -1.570 -0.748
H 4.318 -1.038 3.324
H -5.954 -3.323 -3.654
C 0.755 3.128 -2.499
H -0.348 -3.155 -0.763
C -5.687 2.560 -0.707
C -5.177 -2.620 -3.928
Tc 2.058 -1.219 0.908
C -1.186 1.976 -3.338
H -4.877 -1.957 -1.914
N 5.397 1.200 1.138
C 4.487 3.142 2.319
H 1.571 3.822 -2.654
C -1.339 1.334 -2.110
H -6.631 2.815 1.210
O 3.380 0.238 1.166
C 2.652 -4.972 1.984
C -4.753 1.847 -1.405
H -1.475 -1.166 0.216
C -0.132 2.862 -3.533
H 1.260 2.745 -0.443
H 4.944 3.078 4.404
C -5.899 2.250 0.645
C -0.476 1.648 -1.058
*
```

Here is one molecule with the formula C11H14N2S2 in a non-equilibrium geometry from the Open Molecules 2025 dataset. Energies are from ωB97M-V with the def2-TZVPD basis set.

M   238.381 g mol⁻¹
HOMO (alpha / beta)   -6.68 / -7.96 eV
Max |F|   5.56 eV/A

The geometry in ORCA input format:
```
! wB97M-V def2-TZVPD RIJCOSX def2/J DEFGRID3
* xyz 0 3
C 2.439 -0.557 0.483
C 3.414 -1.032 1.354
N -2.351 -0.995 -0.813
S -4.518 -0.790 0.587
H -2.502 1.487 -0.959
H 1.249 1.764 -0.144
H -0.472 -1.345 -1.664
H -1.000 0.245 -2.082
H 5.595 -1.111 1.322
C -0.206 -0.510 1.257
C 4.731 -0.262 -0.413
H -0.146 2.299 0.727
C 0.181 1.682 -0.181
H 5.520 0.233 -0.839
S 3.134 0.167 -0.948
C -2.539 -2.283 -1.083
H -0.266 0.003 2.285
H -1.041 -1.343 1.293
C -3.200 -0.148 -0.187
N -3.056 1.143 -0.205
C 1.013 -0.482 0.559
H -0.186 2.122 -1.085
C 4.661 -0.738 0.864
H -3.521 -2.719 -0.662
H -1.753 -2.867 -1.481
C -0.035 0.185 -0.066
H -3.797 1.641 0.235
H 3.363 -1.560 2.356
C -0.937 -0.409 -1.222
*
```

Question: What is the M in the third record?
Answer: 238.381 g mol⁻¹

Question: What is the formula in the second record?
Answer: C29H30AsCl3F6GeNO5Tc

Question: Which of these has the highest max |F|?
Answer: C11H14N2S2

Please write out number 1 again, unchanged.
Here is one molecule with the formula C6H15NO2 in a non-equilibrium geometry from the Open Molecules 2025 dataset. Energies are from ωB97M-V with the def2-TZVPD basis set.

M   133.191 g mol⁻¹
HOMO   -9.26 eV
Structure (SMILES)   CC(C)(O)C(C)(C)NO
Max |F|   2.24 eV/A

The geometry in ORCA input format:
```
! wB97M-V def2-TZVPD RIJCOSX def2/J DEFGRID3
* xyz 0 1
H 1.236 0.877 -2.378
H -0.569 2.071 -0.664
C -1.475 -0.791 1.101
C -0.687 -0.974 -1.676
H -2.303 -0.236 0.665
H -1.761 -1.049 -1.540
H 1.108 -1.870 0.467
H 1.262 2.554 1.428
H 1.966 -0.468 1.122
O 0.528 2.321 0.845
H -0.211 -1.907 -1.390
H 1.766 1.270 -0.747
H 0.876 -1.391 2.150
C -0.132 0.204 -0.880
H 1.903 -0.392 -1.349
C 1.294 0.507 -1.356
H -1.595 -0.809 2.183
C -0.144 -0.117 0.748
O -0.981 1.291 -1.101
C 1.030 -1.019 1.139
N -0.083 1.094 1.544
H -1.499 -1.813 0.738
H -1.031 1.442 1.685
H -0.497 -0.796 -2.733
*
```